[1]
Molecular formula: C4H8N2O
Method: DFT, ωB97M-V/def2-TZVPD

Output
- E_HOMO (eV) = -9.18
- energy relative to the best compared isomer or geometry (same formula, charge and spin) (kcal per mole) = 81.72
- SMILES = C[C@H]1NC/C1=N\O
- charge = 0

Last column: Löwdin charge in e.
Element x y z (Å)
C -1.91 -0.62 -0.16  -0.06
C -0.70 0.19 -0.57  -0.33
N -0.51 1.46 0.19  -0.01
C 0.87 1.09 0.59  -0.12
C 0.65 -0.26 -0.06  -0.27
N 1.29 -1.34 -0.20  0.05
O 2.54 -1.26 0.42  -0.06
H -2.83 -0.19 -0.59  0.07
H -2.01 -0.63 0.93  0.08
H -1.82 -1.65 -0.52  0.08
H -0.68 0.32 -1.66  0.14
H -0.55 2.28 -0.39  0.10
H 1.03 1.07 1.68  0.11
H 1.69 1.66 0.13  0.12
H 2.93 -2.12 0.21  0.09

---

[2]
Molecular formula: H48O24
Method: DFT, ωB97M-V/def2-TZVPD

Output
- E_HOMO (eV) = -10.71
- energy relative to the best compared isomer or geometry (same formula, charge and spin) (kcal per mole) = 22.45
- charge = 0

Last column: Löwdin charge in e.
Element x y z (Å)
O -1.71 2.79 0.20  -0.06
H -0.89 3.16 -0.16  0.04
H -1.87 1.89 -0.14  0.03
O 4.22 -1.64 -0.83  -0.08
H 3.97 -2.48 -0.38  0.05
H 4.40 -1.86 -1.75  0.00
O 3.57 3.49 0.55  -0.08
H 3.71 2.64 0.05  0.01
H 4.22 3.50 1.24  0.03
O -0.59 -1.64 -4.04  -0.07
H -0.32 -0.76 -3.82  0.01
H 0.16 -2.16 -3.64  0.03
O 0.30 1.41 1.53  -0.02
H -0.58 1.75 1.50  0.02
H 0.48 1.19 0.61  0.04
O 1.59 -3.01 -2.65  -0.04
H 1.78 -2.65 -1.80  -0.01
H 1.18 -3.83 -2.39  0.04
O 3.46 -0.65 1.68  -0.01
H 3.99 -0.46 0.90  0.02
H 3.61 0.03 2.28  -0.03
O -3.23 -2.72 -3.33  -0.08
H -3.25 -2.50 -4.28  0.06
H -2.33 -2.39 -3.10  0.02
O -2.94 3.03 2.50  -0.04
H -2.63 3.11 1.63  -0.05
H -3.18 3.94 2.77  0.06
O -3.83 0.44 3.30  -0.05
H -2.94 0.18 3.58  0.01
H -3.73 1.37 3.39  -0.02
O -1.74 0.01 -0.63  -0.10
H -1.79 -0.53 0.17  0.05
H -2.55 -0.02 -1.27  0.06
O 0.74 0.10 -1.67  -0.08
H -0.19 0.18 -1.31  0.01
H 0.97 -0.75 -1.26  0.01
O 3.14 1.78 3.33  -0.06
H 2.44 1.86 2.68  0.00
H 2.97 2.63 3.79  0.07
O -2.20 -2.59 0.91  -0.07
H -1.92 -2.40 1.83  0.04
H -3.19 -2.59 1.07  0.06
O 0.66 6.59 -1.99  -0.06
H 0.10 6.07 -2.57  0.03
H 0.97 5.98 -1.32  -0.02
O 1.52 -2.41 -0.05  -0.04
H 1.81 -1.93 0.76  0.06
H 0.87 -3.05 0.18  0.03
O -1.92 -1.51 4.03  -0.02
H -1.05 -1.36 3.73  -0.04
H -1.98 -2.17 4.70  0.04
O 3.91 -1.93 -3.49  -0.06
H 2.98 -2.19 -3.67  0.03
H 4.22 -1.23 -4.08  0.06
O 0.50 -0.93 2.94  -0.07
H 1.42 -1.12 2.96  0.01
H 0.49 -0.12 2.32  0.04
O 3.58 1.46 -1.13  -0.05
H 2.82 0.98 -1.54  0.05
H 4.39 1.06 -1.47  0.07
O -4.09 -0.27 -1.89  -0.05
H -4.50 -0.48 -1.03  0.05
H -4.01 -1.09 -2.40  0.03
O -0.56 -4.52 -1.07  -0.03
H -1.03 -4.44 -1.88  0.03
H -1.11 -4.10 -0.39  0.02
O -5.09 -1.10 1.06  -0.02
H -5.10 -0.59 1.82  -0.02
H -5.95 -1.53 0.99  0.07
O 0.84 4.44 0.15  -0.10
H 1.74 3.99 0.38  0.06
H 0.29 4.64 0.92  0.05

---

| no. | F_max (eV Å⁻¹) | energy (Eh) | LUMO level (eV) |
| --- | --- | --- | --- |
| 1 | 0.66 | -341.87342 | 0.99 |
| 2 | 3.46 | -1834.64066 | 0.03 |